No. 1
# C15H8ClN2O6PtS

C15H8ClN2O6PtS as an isolated structure (wB97M-V/def2-TZVPD, the OMol25 dataset).

Geometry (Å):
Pt (-0.339, 0.465, 1.255)
O (-3.841, 1.536, -0.686)
C (-2.769, 0.885, -1.140)
O (-1.994, 1.287, -1.959)
C (-2.646, -0.495, -0.542)
C (-3.526, -1.478, -0.961)
C (-3.316, -2.790, -0.573)
C (-2.212, -3.085, 0.205)
C (-1.388, -2.055, 0.610)
N (-1.618, -0.773, 0.273)
C (-0.128, -2.331, 1.422)
O (0.140, -3.483, 1.703)
O (0.553, -1.282, 1.720)
H (-3.743, 2.489, -0.897)
H (-4.354, -1.202, -1.600)
H (-3.993, -3.570, -0.895)
H (-1.953, -4.086, 0.519)
S (-2.475, 4.562, 0.091)
C (-1.766, 3.169, 0.559)
N (-1.246, 2.171, 0.846)
Cl (4.270, -0.330, -3.219)
C (3.674, 0.182, -1.657)
C (4.239, -0.352, -0.511)
C (3.767, 0.063, 0.724)
C (2.724, 0.975, 0.814)
C (2.174, 1.499, -0.351)
C (2.651, 1.112, -1.595)
C (2.248, 1.410, 2.183)
O (3.075, 1.689, 3.032)
O (0.963, 1.488, 2.380)
H (5.035, -1.079, -0.590)
H (4.201, -0.324, 1.636)
H (1.365, 2.216, -0.291)
H (2.227, 1.519, -2.502)

Output
Net charge: -1
Relative energy (zero: lowest compared OMol25 entry of this formula, charge and spin) (eV): 0.0000
Lowest unoccupied orbital energy (eV): 1.9173
Kohn-Sham gap (Ha): 0.275
Spin multiplicity: 1

---

No. 2
# C15H9F6N5O2RuS4

C15H9F6N5O2RuS4 as an isolated structure (wB97M-V/def2-TZVPD, the OMol25 dataset).

Geometry (Å):
Ru (-1.209, 0.755, -0.176)
F (2.208, 1.429, 3.571)
C (1.167, 1.749, 4.355)
F (1.493, 1.317, 5.658)
F (1.135, 3.091, 4.371)
C (-0.114, 1.121, 3.804)
C (-0.844, 0.235, 4.578)
C (-1.691, -0.680, 3.975)
C (-1.885, -0.622, 2.577)
N (-1.249, 0.306, 1.811)
C (-0.362, 1.179, 2.396)
S (0.263, 2.235, 1.187)
H (-0.646, 0.298, 5.634)
H (-2.086, -1.497, 4.579)
H (-2.632, -1.251, 2.044)
S (-5.106, 2.675, -1.238)
C (-3.784, 1.727, -0.881)
S (-3.226, 0.174, -1.179)
S (-2.588, 2.602, 0.009)
N (2.725, -1.083, -2.670)
C (3.548, -1.690, -1.728)
C (3.596, -0.852, -0.642)
N (2.705, 0.159, -0.796)
C (2.149, -0.068, -1.974)
C (1.233, 0.871, -2.665)
N (0.110, 1.335, -2.100)
C (-0.442, 2.116, -3.143)
C (0.407, 2.120, -4.224)
N (1.452, 1.280, -3.937)
H (2.059, -1.564, -3.282)
H (4.044, -2.673, -1.775)
H (4.359, -0.968, 0.126)
H (-1.383, 2.622, -3.001)
H (0.339, 2.474, -5.245)
H (2.302, 1.052, -4.477)
F (-2.392, -3.101, 0.268)
C (-1.513, -3.617, -0.580)
F (-2.245, -4.038, -1.676)
F (-0.882, -4.700, -0.013)
C (-0.563, -2.473, -1.059)
O (0.135, -2.766, -2.044)
O (-0.588, -1.281, -0.439)

Output
Net charge: -1
Relative energy (zero: lowest compared OMol25 entry of this formula, charge and spin) (eV): 0.0000
Lowest unoccupied orbital energy (alpha / beta) (eV): 2.4237 / 1.7956
Kohn-Sham gap (alpha / beta) (Ha): 0.191 / 0.238
Spin multiplicity: 6

---

No. 3
# C16H10Br2N2PdS2

C16H10Br2N2PdS2 as an isolated structure (wB97M-V/def2-TZVPD, the OMol25 dataset).

Geometry (Å):
Pd (-0.169, 0.288, 0.035)
Br (-1.040, -5.920, -3.186)
C (-0.822, -4.286, -2.299)
C (-1.870, -3.730, -1.601)
C (-1.644, -2.515, -0.969)
N (-0.476, -1.881, -1.013)
C (0.526, -2.432, -1.685)
C (0.404, -3.640, -2.349)
C (1.842, -1.672, -1.685)
C (2.950, -2.169, -2.348)
C (4.122, -1.429, -2.298)
Br (5.647, -2.057, -3.182)
C (4.162, -0.242, -1.601)
C (2.996, 0.169, -0.971)
N (1.864, -0.527, -1.014)
H (-2.833, -4.215, -1.541)
H (-2.426, -2.025, -0.404)
H (1.222, -4.083, -2.892)
H (2.926, -3.100, -2.889)
H (5.063, 0.351, -1.542)
H (2.961, 1.092, -0.407)
S (-0.360, 0.612, 2.246)
C (-1.229, 2.123, 2.517)
C (-1.496, 2.587, 3.806)
C (-2.179, 3.776, 3.988)
C (-2.600, 4.512, 2.879)
C (-2.334, 4.049, 1.603)
C (-1.644, 2.848, 1.423)
S (-1.281, 2.216, -0.181)
H (-1.164, 2.007, 4.660)
H (-2.383, 4.131, 4.991)
H (-3.135, 5.444, 3.014)
H (-2.658, 4.616, 0.736)

Output
Relative energy (zero: lowest compared OMol25 entry of this formula, charge and spin) (eV): 0.4571
Lowest unoccupied orbital energy (eV): -1.1585
Kohn-Sham gap (Ha): 0.208
Spin multiplicity: 1